## w
Entry from the Open Molecules 2025 dataset: an isolated ion of composition C4H8NO2S and charge -1 (wB97M-V/def2-TZVPD).

The geometry in XYZ format:
```
16
Properties=species:S:1:pos:R:3
O -1.4626 -2.1827 0.6194
C -0.3595 -1.7734 0.3705
C 0.0905 -0.6290 -0.3983
C -0.4167 0.7422 0.2126
S -2.0242 1.0391 0.8199
N 1.5540 -0.6269 -0.5648
C 2.1290 0.5493 -1.3562
O 2.4690 1.5333 -0.6689
H 0.5847 -2.3546 0.7921
H -0.2692 -0.5214 -1.5872
H 0.0083 1.6181 -0.4500
H 0.2595 0.6620 1.1967
H -2.2344 0.0948 1.7581
H 2.0666 -0.7255 0.3760
H 3.0611 0.0903 -1.7748
H 1.3228 0.7592 -2.0518
```

Output
M, Da: 134.2
LUMO level, hartree: 0.11714
SMILES: O=C[C@@H](CS)NC[O-]
Charge: -1
E_HOMO, eV: -2.9
HOMO-LUMO gap, Eh: 0.223



## x
Entry from the Open Molecules 2025 dataset: a 3-piece molecular cluster, C4H8NO2S overall (wB97M-V/def2-TZVPD).

The geometry in XYZ format:
```
16
Properties=species:S:1:pos:R:3
O 0.9636 -3.6205 0.0389
C -0.0353 -2.9854 0.2352
N -0.2120 -1.7992 0.8679
C 0.1987 -0.6987 0.1365
C -0.8048 -0.1130 -0.8356
S -0.1886 0.1807 -2.4432
C -0.7660 0.5848 0.5244
O 0.9193 2.5329 1.3511
H -1.0249 -3.3810 -0.2362
H 1.1379 2.9448 -1.5222
H 1.1849 -0.3148 0.0139
H -1.6909 -0.7445 -0.8194
H 0.4065 2.9777 -1.3816
H 1.4834 2.8548 2.0505
H -1.4649 0.1068 1.2568
H -0.1068 1.4747 0.7629
```

Output
M, Da: 134.2
LUMO level, hartree: 0.01606
Charge: -1
E_HOMO, eV: -3.9
HOMO-LUMO gap, Eh: 0.158



Verdict on stability: x comes out at the bottom.



## w
Entry from the Open Molecules 2025 dataset: a 2-piece molecular cluster, C11H15N overall (wB97M-V/def2-TZVPD).

The geometry in XYZ format:
```
27
Properties=species:S:1:pos:R:3
C -1.5921 2.5517 0.3012
C -0.0923 0.6186 1.1018
C -0.2871 1.9613 0.6709
C 1.2766 0.4813 1.3931
C 0.9678 2.6075 0.8105
C -0.3854 -1.6937 1.6034
C 0.9721 -1.8149 1.8820
C -0.9331 -0.5017 1.1695
C 1.8269 -0.7068 1.7623
N 1.8735 1.7311 1.2057
H -0.9879 -2.5736 1.7867
H 1.4057 -2.7446 2.1992
H -1.9911 -0.3305 1.0421
H 2.8951 -0.8273 1.8773
H -1.6065 3.6341 0.2554
H -2.3588 2.1043 0.9255
H 1.2743 3.6404 0.7073
H 2.8325 1.9958 1.4148
H -1.8280 2.1978 -0.7065
C -0.4598 -2.2689 -2.4576
C -0.3147 -0.8286 -2.9505
H -1.4411 -2.6513 -2.7614
H 0.3088 -2.9695 -2.7543
H -0.3969 -2.2321 -1.3702
H 0.5542 -0.3476 -2.4813
H -1.2093 -0.2979 -2.6022
H -0.3034 -0.7349 -4.0249
```

Output
M, Da: 161.2
LUMO level (alpha / beta), hartree: -0.13493 / -0.25462
Spin multiplicity: 2
Charge: +1
E_HOMO (alpha / beta), eV: -13.0 / -13.6
HOMO-LUMO gap (alpha / beta), Eh: 0.343 / 0.244



## x
Entry from the Open Molecules 2025 dataset: a 2-piece molecular cluster, C11H15N overall (wB97M-V/def2-TZVPD).

The geometry in XYZ format:
```
27
Properties=species:S:1:pos:R:3
C 0.0256 2.8454 0.9151
C -0.8061 0.8364 -0.3169
C -1.1150 1.9842 0.4842
C -2.0541 0.1917 -0.6570
C -2.4977 2.0525 0.6553
C 0.3497 0.3507 -0.8740
C 0.3418 -0.7199 -1.8460
C -0.8259 -1.3770 -2.0610
C -1.9824 -0.9427 -1.4857
N -3.2240 0.8530 0.0516
H 1.3532 0.8679 -0.6925
H 1.3321 -1.0415 -2.1976
H -0.7813 -2.3033 -2.6115
H 0.8336 2.6051 0.2950
H 0.2738 2.5855 1.8656
H -3.1192 2.5776 1.3564
H -3.9937 1.0315 -0.5440
H -2.9239 -1.5033 -1.5037
H -0.0822 3.9573 0.8693
C 1.7291 -2.1788 1.3454
C 2.9914 -1.5231 0.7645
H 0.9024 -1.5961 1.4259
H 1.3237 -2.9724 0.6450
H 2.0543 -2.5819 2.4447
H 3.8203 -2.3072 0.4898
H 3.4272 -0.6904 1.4016
H 2.6473 -1.0011 -0.2196
```

Output
M, Da: 161.2
LUMO level (alpha / beta), hartree: -0.15578 / -0.28058
Spin multiplicity: 2
Charge: +1
E_HOMO (alpha / beta), eV: -13.5 / -13.4
HOMO-LUMO gap (alpha / beta), Eh: 0.339 / 0.213



## y
Entry from the Open Molecules 2025 dataset: a 2-piece molecular cluster, C11H15N overall (wB97M-V/def2-TZVPD).

The geometry in XYZ format:
```
27
Properties=species:S:1:pos:R:3
C 4.1792 3.1261 -0.1918
C 2.9491 3.7284 -0.8387
H 5.0214 3.1073 -0.8793
H 4.5123 3.5472 0.7574
H 4.0592 2.0674 0.0859
H 2.3486 4.3239 -0.1468
H 2.2984 3.0430 -1.3833
H 3.2123 4.4617 -1.6109
C 1.5128 -1.6008 1.5155
C 0.9670 -0.7354 -0.8510
C 0.6041 -1.2894 0.4113
C -1.2269 -0.5644 -0.6899
C -0.7962 -1.1822 0.4909
C -2.4773 -0.0499 -0.8958
C -1.7658 -1.5008 1.4794
C -3.4121 -0.3338 0.1200
C -3.0518 -1.0819 1.2418
N -0.0954 -0.4249 -1.5484
H 2.0027 -0.7002 -1.1410
H -0.1583 0.2891 -2.2636
H 2.4930 -1.1493 1.4057
H 1.6926 -2.6886 1.6038
H -2.6945 0.6597 -1.6883
H -1.4370 -2.0003 2.3816
H -4.4333 -0.0239 -0.0382
H -3.8397 -1.3263 1.9421
H 1.0813 -1.4168 2.4926
```

Output
M, Da: 161.2
LUMO level (alpha / beta), hartree: -0.13981 / -0.25374
Spin multiplicity: 2
Charge: +1
E_HOMO (alpha / beta), eV: -13.0 / -13.7
HOMO-LUMO gap (alpha / beta), Eh: 0.337 / 0.249



Verdict on stability: x comes out at the bottom.



## w
Entry from the Open Molecules 2025 dataset: C8H18Cl2O3PSZr as an isolated structure (wB97M-V/def2-TZVPD).

The geometry in XYZ format:
```
34
Properties=species:S:1:pos:R:3
C -1.6826 -0.7404 -5.4088
C -1.5322 -0.9101 -3.9334
H -1.3306 0.2003 -5.8431
H -2.7511 -0.8116 -5.6442
H -1.2214 -1.5790 -5.9478
O -0.6692 -0.4146 -3.1687
Cl -2.7738 -1.9029 -3.2357
Zr -0.7288 -0.5259 -0.8360
P 1.7538 -1.2108 -0.6133
C 3.0914 -0.0614 -0.1853
C 2.2714 -2.5777 0.5239
H 1.3832 -2.4134 -2.6873
H 3.1341 -2.3414 -2.2859
H 2.2789 -0.9022 -2.9670
C 2.1910 -1.7738 -2.3006
H 1.4927 -3.3503 0.5320
H 3.2383 -3.0332 0.2449
H 4.0826 -0.5102 -0.3069
H 3.0174 0.2644 0.8549
H 2.3638 -2.1784 1.5475
H 3.0682 0.8429 -0.7890
C 0.3908 1.4718 -0.9931
O 0.8531 2.4870 -0.6846
Cl -1.3444 -2.6211 0.1919
C -1.6470 -0.3819 3.6262
S -0.5671 0.6680 2.6416
C 0.9757 -0.0336 3.2984
O -0.6478 0.0561 1.1838
H -1.7427 0.1538 4.5762
H -1.2427 -1.3819 3.8093
H -2.6416 -0.4840 3.1967
H 0.7821 -1.0575 3.6773
H 1.7930 -0.0316 2.5513
H 1.1713 0.6653 4.1305
```

Output
M, Da: 387.4
LUMO level, hartree: -0.47830
Charge: +3
E_HOMO, eV: -20.9
HOMO-LUMO gap, Eh: 0.289



## x
Entry from the Open Molecules 2025 dataset: C8H18Cl2O3PSZr as an isolated structure (wB97M-V/def2-TZVPD).

The geometry in XYZ format:
```
34
Properties=species:S:1:pos:R:3
C -4.7842 1.7378 2.6100
C -3.5766 0.9396 2.1922
H -4.5634 2.7604 2.9451
H -5.3053 1.2157 3.4329
H -5.5091 1.7979 1.7749
O -2.4713 1.3229 1.7381
Cl -3.8990 -0.8007 2.3904
Zr -0.6045 -0.2313 1.1385
P -0.1340 0.6030 -1.2534
C 1.1509 1.8275 -1.6941
C 0.1668 -0.5755 -2.6043
H -2.5295 0.8686 -1.2523
H -1.7682 1.6835 -2.6650
H -1.7332 2.4091 -1.0165
C -1.6807 1.4768 -1.5907
H -0.4213 -1.4798 -2.4373
H -0.0813 -0.1503 -3.5837
H 0.9992 2.1647 -2.7313
H 2.1535 1.3868 -1.5973
H 1.2117 -0.9022 -2.6123
H 1.1385 2.6919 -1.0191
C 0.8162 1.5933 1.4117
O 1.7512 2.2560 1.6255
Cl -1.0569 -2.3294 0.1494
C 2.9672 -3.2877 1.3164
S 2.9264 -1.4521 1.2022
C 3.5010 -1.3592 -0.4860
O 1.3880 -1.1125 1.0584
H 4.0097 -3.4982 1.5332
H 2.7483 -3.7966 0.3752
H 2.3407 -3.6595 2.1396
H 3.1965 -2.2983 -0.9595
H 3.0425 -0.5101 -1.0007
H 4.6102 -1.2922 -0.5305
```

Output
M, Da: 387.4
LUMO level, hartree: -0.47765
Charge: +3
E_HOMO, eV: -20.7
HOMO-LUMO gap, Eh: 0.284



Verdict on stability: x comes out at the bottom.